Entry 1:
{
  "formula": "C4H15N2O2",
  "method": "ωB97M-V with the def2-TZVPD basis set",
  "spin_multiplicity": 1,
  "total_charge": 1,
  "homo_lumo_gap_ev": 10.40,
  "homo_energy_ev": -13.38,
  "elements": ["N", "C", "C", "C", "O", "C", "N", "H", "H", "H", "H", "H", "H", "H", "H", "H", "H", "H", "H", "H", "H", "H", "O"],
  "positions_angstrom": [[0.810, -1.299, -0.550], [0.495, -0.356, 0.593], [-0.993, -0.108, 0.594], [-1.839, -1.392, 0.749], [-2.451, -1.664, -0.517], [1.213, 0.964, 0.263], [2.619, 0.864, 0.588], [1.760, -1.177, -0.908], [0.703, -2.265, -0.243], [0.089, -1.227, -1.279], [0.868, -0.826, 1.497], [-1.286, 0.528, 1.432], [-1.356, 0.392, -0.299], [-1.165, -2.244, 0.926], [-2.569, -1.413, 1.552], [-3.391, -1.825, -0.399], [0.686, 1.842, 0.635], [1.174, 1.023, -0.824], [2.856, 0.985, 1.562], [3.271, 1.333, -0.016], [-1.290, 2.896, -1.887], [0.345, 2.658, -1.728], [-0.549, 2.312, -1.740]],
  "forces_ev_per_a": [[-0.602, -0.818, 0.201], [-0.402, 1.486, -0.556], [-1.443, -0.789, 1.234], [0.556, -0.665, -1.049], [-0.031, 0.084, 0.147], [0.974, -0.447, -0.394], [0.068, -0.702, 0.129], [0.020, 0.137, 0.002], [0.278, -0.169, 0.114], [0.331, 0.451, -0.168], [0.024, 0.021, 0.099], [0.523, 0.257, -0.022], [0.356, 0.135, -0.215], [-0.095, -0.006, 0.373], [0.021, 0.418, 0.083], [-0.005, -0.073, -0.086], [-0.115, -0.156, 0.319], [-0.189, 0.241, -0.025], [-0.009, 0.142, -0.060], [-0.113, 0.285, 0.038], [0.573, 0.814, -0.188], [-0.629, 1.055, -0.299], [-0.091, -1.702, 0.324]]
}

---

Entry 2:
{
  "formula": "C4H15N2O2",
  "method": "ωB97M-V with the def2-TZVPD basis set",
  "spin_multiplicity": 1,
  "total_charge": 1,
  "homo_lumo_gap_ev": 9.12,
  "homo_energy_ev": -12.17,
  "elements": ["C", "C", "C", "C", "N", "N", "H", "H", "H", "H", "H", "H", "H", "H", "H", "H", "H", "H", "H", "O", "H", "H", "O"],
  "positions_angstrom": [[2.376, -1.147, 0.846], [1.768, 0.250, 0.988], [0.692, 0.566, -0.001], [0.622, 1.670, -0.749], [-0.344, 1.919, -1.719], [-0.346, -0.465, -0.036], [2.687, -1.151, -0.204], [1.720, -2.001, 1.044], [3.236, -1.355, 1.474], [1.214, 0.379, 1.948], [2.505, 1.019, 1.191], [1.299, 2.512, -0.697], [-1.275, 1.617, -1.581], [-0.168, 2.505, -2.519], [-1.130, -0.307, -0.674], [0.088, -1.339, -0.350], [-0.678, -0.678, 0.925], [-1.815, -1.499, 3.160], [-2.459, -0.685, 2.033], [-1.766, -1.335, 2.238], [-3.421, 0.049, -2.021], [-2.284, -0.212, -3.099], [-2.519, -0.312, -2.196]],
  "forces_ev_per_a": [[0.049, 0.256, -0.820], [-1.501, -0.034, 2.634], [1.182, 1.199, -0.211], [-0.954, 0.146, -1.351], [0.407, -0.067, 0.366], [0.524, -0.600, -0.107], [0.294, -0.652, 0.096], [-0.315, 0.285, -0.135], [0.150, 0.443, 0.055], [0.338, -0.708, 0.058], [0.283, 0.213, -1.071], [0.733, -0.591, 0.364], [-0.702, -0.281, -0.228], [0.078, 0.128, 0.458], [-0.195, 0.217, -0.229], [-0.069, -0.083, -0.035], [-0.192, 0.004, -0.064], [-0.043, -0.241, 1.431], [0.051, -0.409, 0.422], [-0.131, 0.777, -1.851], [1.050, -0.497, -0.707], [-0.026, 0.256, -1.394], [-1.009, 0.238, 2.319]]
}

---

Entry 3:
{
  "formula": "C4H15N2O2",
  "method": "ωB97M-V with the def2-TZVPD basis set",
  "spin_multiplicity": 1,
  "total_charge": 1,
  "homo_lumo_gap_ev": 9.29,
  "homo_energy_ev": -12.62,
  "elements": ["C", "C", "C", "C", "N", "N", "H", "H", "H", "H", "H", "H", "H", "H", "H", "H", "H", "H", "H", "O", "H", "H", "O"],
  "positions_angstrom": [[0.042, 1.905, 0.220], [0.097, 1.078, -1.085], [-0.282, -0.357, -0.868], [0.186, -1.250, -1.776], [-0.030, -2.689, -1.639], [-1.066, -0.722, 0.178], [0.561, 1.460, 1.067], [-0.989, 1.997, 0.562], [0.453, 2.895, 0.077], [1.018, 1.258, -1.634], [-0.583, 1.600, -1.775], [0.728, -0.906, -2.638], [0.748, -3.274, -1.972], [-0.052, -3.041, -0.673], [-0.775, -3.019, -2.259], [-0.915, -1.646, 0.563], [-1.427, -0.093, 0.856], [1.910, -3.482, 1.446], [0.845, -2.751, 2.297], [1.113, -2.943, 1.383], [-1.254, 4.368, 2.436], [0.111, 5.061, 2.314], [-0.438, 4.552, 2.918]],
  "forces_ev_per_a": [[-0.070, -0.490, 0.063], [-0.848, 1.726, 0.347], [0.561, -0.628, -1.061], [0.250, 0.944, 0.689], [0.727, -1.093, -0.664], [0.186, -1.000, 0.083], [0.347, -0.157, -0.160], [-0.095, 0.268, -0.147], [-0.031, 0.186, -0.108], [0.458, -0.764, 0.387], [-0.439, -0.519, 0.178], [0.206, -0.378, -0.033], [0.407, 0.716, -0.240], [-0.735, 0.346, 0.100], [-0.631, -0.058, 0.711], [-0.218, 0.201, -0.068], [0.098, 0.726, 0.181], [-0.022, 0.043, 0.137], [0.244, -0.167, -0.421], [-0.385, 0.095, 0.045], [0.152, 0.165, 0.091], [-0.058, 0.063, 0.015], [-0.103, -0.225, -0.123]]
}

---

- Number 3 is which compound?
  C4H15N2O2